The following is a DFT calculation (wB97M-V/def2-TZVPD) of a cluster of 2 separate species, C30H32NO3S in total in a non-equilibrium geometry.

Last column: Löwdin charge in e.
Positions of all 67 atoms, in Å:
C 5.271 3.550 -2.092  -0.04
O 4.987 2.133 -2.042  -0.04
C 3.691 1.759 -2.164  -0.22
C 3.387 0.389 -1.941  0.03
C 2.082 -0.026 -1.964  0.01
C 1.009 0.890 -2.207  -0.20
C -0.317 0.404 -2.121  0.08
C -1.508 1.160 -2.001  -0.18
C -2.753 0.485 -2.185  0.05
C -3.931 1.190 -2.110  -0.13
C -3.910 2.595 -1.907  -0.17
O -5.133 3.178 -2.002  0.03
C -6.093 2.107 -2.358  -0.09
C -5.359 0.770 -2.236  -0.08
C -2.709 3.285 -1.662  0.05
C -1.544 2.556 -1.661  0.01
C 1.355 2.228 -2.555  0.00
C 2.657 2.673 -2.484  0.02
H 6.349 3.602 -1.963  0.10
H 4.979 3.984 -3.058  0.10
H 4.757 4.084 -1.281  0.11
H 4.207 -0.298 -1.741  0.13
H 1.832 -1.075 -1.795  0.13
H -0.441 -0.676 -2.207  0.13
H -2.780 -0.589 -2.383  0.13
H -6.958 2.200 -1.693  0.13
H -6.417 2.282 -3.393  0.13
H -5.535 0.117 -3.093  0.13
H -5.702 0.237 -1.338  0.13
H -2.741 4.357 -1.479  0.14
H -0.619 3.060 -1.389  0.11
H 0.602 2.939 -2.887  0.12
H 2.888 3.726 -2.660  0.12
C 0.303 1.775 2.389  -0.06
O 0.237 0.640 3.287  -0.16
C 0.047 -0.588 2.710  -0.31
C -1.334 -0.945 2.401  -0.21
C -1.710 -1.168 1.065  -0.07
C -3.009 -1.578 0.770  -0.09
C -3.945 -1.697 1.802  -0.09
C -3.595 -1.376 3.119  -0.07
C -2.303 -0.965 3.420  -0.01
C 1.217 -1.307 2.469  -0.40
N 1.322 -2.598 2.011  -0.11
C 0.166 -3.434 1.743  -0.01
C 2.612 -3.044 1.847  -0.32
C 2.868 -4.404 1.288  -0.02
C 3.535 -2.150 2.299  -0.56
C 5.005 -2.350 2.387  -0.10
S 2.816 -0.682 2.837  1.10
H 0.400 2.638 3.047  0.09
H 1.182 1.680 1.737  0.07
H -0.612 1.846 1.785  0.08
H -0.939 -1.055 0.301  0.10
H -3.270 -1.821 -0.262  0.09
H -4.956 -2.031 1.572  0.10
H -4.329 -1.453 3.922  0.11
H -1.992 -0.697 4.430  0.13
H 0.467 -4.482 1.812  0.09
H -0.626 -3.264 2.481  0.11
H -0.234 -3.263 0.734  0.09
H 3.951 -4.512 1.163  0.07
H 2.542 -5.220 1.954  0.10
H 2.409 -4.567 0.299  0.09
H 5.277 -3.337 2.003  0.07
H 5.539 -1.589 1.802  0.08
H 5.353 -2.282 3.428  0.09

Cartesian forces, eV/Å:
0.1 -0.2 0.0
-1.4 0.0 -0.2
0.5 0.2 0.3
0.3 0.3 -0.1
-0.3 0.1 -0.2
0.3 -0.1 -0.2
-0.2 0.8 -0.3
0.0 0.0 0.2
-0.5 0.2 0.2
0.5 0.4 0.0
-0.7 -0.1 -0.4
1.2 -1.3 0.2
-0.3 0.3 -0.3
-0.3 -0.4 0.3
-0.4 0.1 0.0
0.1 -0.2 -0.2
0.2 0.1 0.3
0.2 -0.1 0.1
-0.1 0.1 0.0
0.2 -0.2 0.2
0.2 -0.2 -0.1
-0.2 0.2 0.0
0.1 0.3 0.1
0.0 0.1 0.2
0.1 0.3 0.0
0.3 0.1 -0.1
0.1 0.2 0.3
0.0 0.1 0.1
0.2 0.0 -0.2
0.1 -0.3 0.1
-0.3 -0.2 0.0
0.2 -0.3 0.0
-0.2 -0.5 -0.1
-0.1 -0.9 0.4
0.2 1.3 0.4
2.3 -0.8 -0.8
-0.4 0.4 -0.4
-0.2 -0.2 0.5
0.0 0.0 0.1
0.1 0.0 -0.2
0.0 0.2 0.0
0.2 -0.2 -0.5
-2.2 0.9 0.4
-1.0 -0.2 -0.3
0.1 -0.4 0.0
1.3 0.5 0.6
0.5 -0.3 -0.1
-0.2 -1.7 -0.9
0.3 0.2 0.0
-0.6 0.6 0.3
0.0 0.0 -0.2
-0.1 0.1 0.1
0.1 0.0 0.1
-0.3 -0.1 0.1
-0.1 0.1 0.3
0.2 0.0 0.1
0.1 0.0 -0.3
-0.2 -0.2 -0.2
-0.1 0.2 0.0
0.3 0.0 -0.2
-0.1 0.0 0.2
-0.3 -0.1 0.0
0.0 0.3 -0.2
0.0 0.2 0.4
0.1 0.2 0.1
0.0 -0.2 0.1
0.0 0.0 -0.3

Properties
DFT total energy: -1840.723104 hartree
Highest occupied orbital energy: -0.3043 hartree
Charge: +1
E_LUMO: -5.04 eV
HOMO-LUMO gap: 0.1190 Ha

=====

The following is a DFT calculation (wB97M-V/def2-TZVPD) of a structure of composition C30H33AsOPb in a non-equilibrium geometry.

Last column: Löwdin charge in e.
Positions of all 66 atoms, in Å:
Pb 0.553 1.070 -1.767  1.65
C 0.868 0.233 -5.378  0.01
C -0.328 0.345 -4.342  -0.26
C -0.370 -0.767 -3.431  -0.34
C 0.487 -1.982 -3.517  -0.01
C -1.343 -0.761 -2.461  -0.25
C -1.736 -1.927 -1.553  -0.02
C -2.105 0.461 -2.210  -0.25
C -3.135 0.586 -1.145  -0.02
C -1.914 1.557 -3.089  -0.24
C -2.737 2.802 -2.809  -0.02
C -1.106 1.420 -4.256  -0.28
C -1.202 2.460 -5.310  0.00
H 1.048 1.005 -6.089  0.07
H 0.656 -0.699 -5.896  0.10
H 1.802 0.283 -4.768  0.09
H 0.614 -2.344 -2.500  0.07
H 1.528 -1.680 -3.860  0.12
H -0.041 -2.643 -4.100  0.09
H -2.820 -2.163 -1.750  0.12
H -1.597 -1.627 -0.484  0.09
H -1.207 -2.886 -1.697  0.09
H -2.977 1.319 -0.337  0.10
H -3.339 -0.391 -0.649  0.10
H -3.992 0.953 -1.623  0.08
H -2.216 3.763 -3.090  0.12
H -3.093 2.851 -1.811  0.06
H -3.650 2.800 -3.422  0.12
H -2.103 3.013 -5.090  0.07
H -1.202 2.073 -6.346  0.12
H -0.324 3.155 -5.225  0.13
O 0.287 0.052 0.198  -0.71
As 0.667 -0.290 1.814  1.25
C -0.930 -0.199 2.819  -0.36
C -1.791 0.905 2.642  -0.07
C -2.776 1.032 3.640  -0.07
C -2.946 0.141 4.658  -0.07
C -2.169 -0.992 4.740  -0.01
C -1.109 -1.119 3.779  -0.09
C 1.767 1.107 2.494  -0.32
C 1.435 1.810 3.663  -0.09
C 2.359 2.626 4.239  -0.05
C 3.607 2.850 3.579  0.00
C 3.876 2.204 2.356  -0.06
C 2.950 1.355 1.792  -0.12
C 1.655 -1.920 1.831  -0.31
C 2.232 -2.235 3.042  -0.08
C 3.033 -3.426 3.124  -0.03
C 3.190 -4.223 2.023  -0.06
C 2.735 -3.797 0.778  -0.05
C 1.991 -2.634 0.662  -0.08
H -1.718 1.606 1.832  0.10
H -3.368 1.920 3.465  0.12
H -3.704 0.392 5.356  0.11
H -2.297 -1.655 5.640  0.14
H -0.385 -1.884 3.942  0.09
H 0.418 1.693 4.169  0.14
H 2.192 3.053 5.175  0.10
H 4.205 3.563 4.047  0.09
H 4.826 2.362 1.830  0.12
H 3.162 0.764 0.840  0.13
H 2.109 -1.604 3.933  0.12
H 3.296 -3.866 4.088  0.12
H 3.615 -5.168 2.162  0.10
H 3.010 -4.407 -0.054  0.11
H 1.561 -2.292 -0.293  0.09

Cartesian forces, eV/Å:
-0.3 -0.2 0.9
-1.0 -0.2 1.8
3.9 -2.3 -1.6
-0.2 0.8 -0.2
2.7 2.5 1.2
-2.3 0.7 2.2
-0.2 -0.4 0.1
1.7 -0.1 -0.8
0.5 -1.3 1.6
-0.8 0.0 0.6
0.6 0.9 -1.7
-1.9 1.4 0.8
1.1 0.9 -0.2
-0.7 0.8 -0.5
0.9 -0.1 -0.1
-0.5 -0.8 -0.6
0.0 -0.4 -0.2
-1.4 -0.9 -0.1
-0.5 -2.1 -1.6
1.0 0.3 0.4
-0.3 -0.3 -0.8
-0.1 0.7 -0.1
0.5 -0.3 -0.3
0.0 0.9 -0.5
-1.7 0.2 -0.6
-0.4 -1.1 0.4
0.1 0.2 0.9
0.2 -0.1 0.0
-0.1 0.3 -0.6
-0.1 0.0 0.7
-0.8 -0.4 -0.2
-0.1 0.3 -1.2
0.1 0.6 -0.3
0.0 1.2 -1.8
-0.4 -1.4 1.8
1.0 1.6 -3.0
-0.1 -0.4 0.2
1.0 -0.2 0.3
-1.5 -0.9 3.0
-0.2 0.3 -0.4
-2.0 -1.3 0.3
2.3 0.0 -1.9
-2.6 -1.5 -0.5
0.9 1.0 0.3
-0.3 -1.4 -0.4
0.6 0.4 -0.2
1.2 -1.4 0.7
-1.7 0.7 0.9
-0.6 1.3 -0.2
0.1 0.4 0.1
-0.8 0.1 -0.1
0.2 0.2 -0.1
-0.5 -0.1 0.7
-0.5 -0.2 0.8
0.3 0.5 -1.4
0.3 -0.7 -0.1
1.6 -0.1 -0.8
-0.4 0.9 1.2
1.5 0.8 0.4
-0.4 0.1 0.4
-0.1 0.9 1.4
-0.1 -0.4 -0.4
0.3 0.7 -0.2
0.8 -1.2 -0.1
-0.2 -0.1 -0.7
0.4 -0.3 0.4

Properties
DFT total energy: -3666.245185 hartree
Highest occupied orbital energy: -0.5316 hartree
Charge: +2
E_LUMO: -6.86 eV
HOMO-LUMO gap: 0.2795 Ha

=====

The following is a DFT calculation (wB97M-V/def2-TZVPD) of a structure of composition C30H33BHoN8O5S4.

Last column: Löwdin charge in e.
Positions of all 82 atoms, in Å:
Ho -0.033 -0.624 0.174  1.31
N 0.861 -3.093 0.806  -0.04
C 1.815 -2.906 1.904  -0.17
C 2.436 -1.524 1.848  -0.66
O 3.184 -1.160 2.742  0.03
O 2.073 -0.845 0.806  -0.26
H 0.260 -3.891 0.970  0.09
H 1.358 -3.245 -0.067  0.00
H 2.638 -3.625 1.906  0.12
H 1.296 -3.002 2.857  0.12
C 3.951 -0.417 -1.703  -0.02
N 3.076 -0.090 -2.822  -0.11
C 3.300 0.919 -3.742  -0.06
C 2.269 0.876 -4.611  -0.08
N 1.433 -0.154 -4.231  -0.03
B 0.148 -0.551 -5.004  -0.46
N -1.169 -0.396 -4.136  0.01
C -2.321 -0.992 -4.609  -0.07
C -3.336 -0.672 -3.778  -0.07
N -2.794 0.127 -2.797  -0.11
C -3.531 0.696 -1.675  -0.03
C -1.469 0.294 -3.024  -0.69
S -0.460 1.266 -2.009  0.59
C 1.938 -0.747 -3.133  -0.75
S 1.225 -2.018 -2.229  0.62
H 4.834 0.213 -1.785  0.09
H 4.244 -1.464 -1.755  0.09
H 3.450 -0.248 -0.753  0.06
H 4.149 1.575 -3.673  0.11
H 2.035 1.500 -5.454  0.11
H 0.070 0.204 -5.964  0.07
H 0.192 -1.715 -5.354  0.07
H -2.305 -1.602 -5.494  0.11
H -4.378 -0.938 -3.783  0.11
H -4.591 0.541 -1.872  0.09
H -3.315 1.758 -1.585  0.08
H -3.249 0.218 -0.742  0.05
C -5.124 -4.489 -2.862  -0.08
O -5.535 -4.358 -1.508  -0.08
C -4.698 -3.700 -0.664  -0.28
C -5.143 -3.621 0.674  -0.02
C -4.340 -2.993 1.583  -0.03
C -3.093 -2.417 1.241  -0.09
C -2.251 -1.847 2.281  -0.37
C -2.779 -1.636 3.674  0.00
O -1.081 -1.486 2.092  -0.11
C -2.691 -2.452 -0.125  -0.34
O -1.632 -1.869 -0.563  -0.24
C -3.506 -3.139 -1.061  0.06
H -5.902 -5.053 -3.368  0.09
H -4.175 -5.023 -2.933  0.10
H -5.013 -3.510 -3.333  0.08
H -6.092 -4.060 0.949  0.11
H -4.680 -2.942 2.608  0.10
H -3.388 -2.454 4.052  0.07
H -3.391 -0.728 3.663  0.10
H -1.934 -1.469 4.337  0.09
H -3.151 -3.152 -2.080  0.11
S -2.906 3.002 2.395  0.41
C -2.229 1.742 1.565  -0.95
N -1.748 0.844 0.995  -0.06
S 2.162 4.979 4.147  0.98
C 1.667 3.626 3.098  -0.51
C 1.592 3.778 1.722  -0.05
C 1.210 2.691 0.957  -0.11
N 0.905 1.507 1.485  0.00
C 0.953 1.373 2.807  -0.12
C 1.332 2.401 3.652  -0.06
C 3.874 5.103 3.693  -0.52
C 4.357 6.234 3.037  -0.09
C 5.697 6.298 2.701  -0.15
N 6.557 5.305 2.972  0.05
C 6.093 4.211 3.595  -0.14
C 4.774 4.076 3.980  -0.07
H 1.820 4.725 1.251  0.11
H 1.129 2.776 -0.121  0.09
H 0.685 0.403 3.210  0.12
H 1.364 2.246 4.722  0.11
H 3.693 7.052 2.791  0.10
H 6.093 7.168 2.190  0.10
H 6.803 3.416 3.792  0.10
H 4.441 3.173 4.475  0.11

Cartesian forces, eV/Å:
0.2 0.1 -0.4
0.2 0.1 0.0
-0.2 -0.4 0.0
-0.2 0.4 -0.4
0.1 0.0 0.0
0.6 0.0 0.8
-0.1 0.1 0.0
0.0 0.0 0.0
0.0 -0.1 0.0
0.0 0.0 0.0
-0.1 0.1 -0.2
0.4 -0.1 0.2
-0.1 -0.1 0.1
-0.2 -0.2 0.1
-0.1 -0.1 -0.2
0.0 0.0 -0.1
0.2 0.0 -0.3
0.2 0.0 0.2
0.1 0.1 0.1
-0.3 0.2 0.3
0.0 -0.1 -0.2
0.1 -0.2 0.0
0.1 -0.1 -0.1
-0.2 0.3 0.1
0.1 0.1 -0.2
0.0 0.0 0.0
0.0 0.0 0.0
0.0 0.0 0.0
0.0 0.0 0.0
0.0 0.0 0.0
0.0 -0.1 0.2
0.0 0.2 0.1
0.0 0.0 0.0
0.0 0.0 0.0
0.0 0.0 0.0
0.0 0.0 0.0
0.0 0.0 0.0
0.0 0.1 0.2
0.0 -0.1 -0.1
0.0 0.0 -0.2
0.2 0.1 -0.1
0.0 0.0 0.0
-0.1 0.0 0.4
0.0 0.0 -0.1
-0.1 0.0 0.1
0.1 -0.1 0.1
0.3 0.1 -0.2
-0.5 -0.3 -0.1
-0.2 0.0 0.2
0.0 0.0 0.0
0.0 0.0 0.0
0.0 0.0 0.0
0.0 0.0 0.0
0.0 0.0 0.0
0.0 0.0 0.0
0.0 0.0 0.0
0.0 0.0 0.0
0.0 0.0 0.0
0.3 -0.5 -0.3
-0.4 0.5 0.5
-0.1 0.1 0.0
-0.2 0.1 0.1
0.1 -0.1 0.0
0.1 0.1 0.0
0.0 -0.1 0.0
-0.2 0.0 -0.1
0.1 0.0 -0.1
0.0 0.1 0.1
0.4 -0.1 -0.2
-0.4 0.0 0.2
0.3 -0.8 0.3
0.0 0.1 0.0
0.0 0.8 -0.4
-0.4 0.0 0.0
0.0 0.0 0.0
0.0 0.0 0.0
0.0 0.0 0.0
0.0 0.0 0.0
0.0 0.0 0.0
0.1 0.0 0.0
0.0 0.1 0.0
0.0 0.0 0.0

Properties
DFT total energy: -4543.307824 hartree
Highest occupied orbital energy (alpha / beta): -0.1886 / -0.1891 hartree
Charge: -1
E_LUMO (alpha / beta): 2.16 / 2.16 eV
HOMO-LUMO gap (alpha / beta): 0.2682 / 0.2687 Ha
2S+1: 5
Energy relative to the best compared isomer or geometry (same formula, charge and spin): 0.0 kJ/mol